Version a
# CH8N2O2

3 unconnected molecules or ions with the total composition CH8N2O2 (ωB97M-V/def2-TZVPD, OMol25).

Geometry (Å):
O: 1.03 1.78 0.43
O: -2.71 1.20 -0.50
N: -0.12 -1.21 0.67
N: 1.88 -0.66 -0.33
C: 0.95 -1.52 -0.14
H: 2.40 -0.88 -1.18
H: -2.99 1.88 0.12
H: -0.07 -0.19 0.74
H: 1.67 1.05 0.22
H: 0.66 2.02 -0.44
H: -3.49 0.64 -0.56
H: -0.31 -1.59 1.58
H: 1.09 -2.50 -0.61

SMILES string	[H]/N=C/N.O.O
multiplicity	1

---

Version b
# CH8N2O2

3 unconnected molecules or ions with the total composition CH8N2O2 (ωB97M-V/def2-TZVPD, OMol25).

Geometry (Å):
O: 1.57 1.22 -0.45
O: 1.80 -2.67 -6.10
N: -1.78 0.79 3.49
N: -0.29 0.23 1.81
C: -0.57 0.89 2.85
H: -2.44 0.24 2.97
H: 0.17 1.69 3.18
H: -1.14 -0.04 1.31
H: 0.83 0.89 -1.00
H: 1.05 -2.11 -5.90
H: 1.57 0.67 0.40
H: 1.31 -3.58 -6.22
H: -2.07 1.77 3.67

SMILES string	[H]/N=C\N.O.O
multiplicity	1

---

Among the structures above, stability is smallest for version b.